{
  "formula": "C32H84N14O4P4",
  "method": "ωB97M-V with the def2-TZVPD basis set",
  "homo_ev": -7.46,
  "max_force_ev_per_a": 4.838,
  "e_above_lowest_kj_mol": 0.00,
  "e_lumo_ev": 0.63,
  "smiles": "CN(C)P(=O)(N(C)C)N(C)C.CN(C)P(=O)(N(C)C)N(C)C.CN(C)P(=O)(N(C)C)N(C)C.CN(C)P(=O)(N(C)C)N(C)C.c1cc[nH]c1.CCCC#N",
  "elements": ["C", "N", "C", "P", "O", "N", "C", "C", "N", "C", "C", "H", "H", "H", "H", "H", "H", "H", "H", "H", "H", "H", "H", "H", "H", "H", "H", "H", "H", "C", "N", "C", "P", "O", "N", "C", "C", "N", "C", "C", "H", "H", "H", "H", "H", "H", "H", "H", "H", "H", "H", "H", "H", "H", "H", "H", "H", "H", "C", "N", "C", "P", "O", "N", "C", "C", "N", "C", "C", "H", "H", "H", "H", "H", "H", "H", "H", "H", "H", "H", "H", "H", "H", "H", "H", "H", "H", "C", "N", "C", "P", "O", "N", "C", "C", "N", "C", "C", "H", "H", "H", "H", "H", "H", "H", "H", "H", "H", "H", "H", "H", "H", "H", "H", "H", "H", "C", "C", "C", "N", "C", "H", "H", "H", "H", "H", "C", "C", "C", "C", "N", "H", "H", "H", "H", "H", "H", "H"],
  "positions_angstrom": [[-15.687, 17.663, 9.303], [-15.040, 16.651, 8.485], [-15.572, 16.484, 7.195], [-13.745, 15.825, 9.122], [-13.674, 16.018, 10.583], [-13.842, 14.203, 8.766], [-14.131, 13.142, 9.732], [-13.606, 13.663, 7.421], [-12.437, 16.288, 8.174], [-11.203, 15.507, 7.951], [-12.380, 17.762, 8.148], [-15.661, 18.580, 8.731], [-15.140, 17.738, 10.262], [-16.704, 17.363, 9.518], [-15.093, 15.790, 6.551], [-15.469, 17.468, 6.617], [-16.643, 16.214, 7.188], [-14.059, 13.473, 10.786], [-15.111, 12.727, 9.507], [-13.442, 12.315, 9.656], [-13.476, 14.447, 6.707], [-12.700, 13.002, 7.377], [-14.450, 13.108, 6.960], [-11.345, 14.514, 8.417], [-11.045, 15.467, 6.875], [-10.334, 15.926, 8.463], [-12.143, 18.111, 9.126], [-13.373, 18.162, 7.960], [-11.571, 18.107, 7.455], [-12.703, 13.475, 17.920], [-11.642, 12.754, 17.150], [-10.303, 13.142, 17.435], [-12.100, 11.439, 16.214], [-13.527, 11.450, 15.964], [-11.327, 11.383, 14.747], [-11.860, 12.206, 13.591], [-9.831, 11.369, 14.774], [-11.391, 10.180, 17.120], [-11.292, 10.151, 18.621], [-11.490, 8.822, 16.622], [-12.726, 14.542, 17.623], [-12.524, 13.389, 19.043], [-13.652, 12.982, 17.638], [-9.965, 12.798, 18.440], [-10.328, 14.271, 17.468], [-9.664, 12.697, 16.617], [-11.583, 11.827, 12.658], [-12.962, 12.196, 13.693], [-11.622, 13.239, 13.696], [-9.358, 10.847, 15.555], [-9.417, 10.793, 13.954], [-9.506, 12.456, 14.617], [-10.211, 10.230, 18.779], [-11.853, 11.016, 19.184], [-11.616, 9.226, 19.009], [-11.248, 8.854, 15.537], [-12.460, 8.397, 16.799], [-10.755, 8.181, 17.113], [-14.803, 15.815, 20.352], [-13.925, 17.033, 20.076], [-12.681, 17.064, 20.851], [-14.092, 17.674, 18.567], [-13.865, 16.760, 17.395], [-15.768, 18.054, 18.445], [-16.513, 18.004, 17.204], [-16.351, 18.827, 19.525], [-13.024, 19.023, 18.518], [-12.671, 19.509, 17.184], [-13.330, 20.218, 19.300], [-14.299, 14.872, 20.086], [-15.759, 15.882, 19.859], [-14.950, 15.707, 21.466], [-12.127, 17.908, 20.553], [-11.967, 16.194, 20.671], [-12.928, 17.056, 21.878], [-17.521, 17.589, 17.354], [-16.502, 19.006, 16.805], [-15.959, 17.329, 16.516], [-16.391, 19.982, 19.321], [-17.394, 18.505, 19.781], [-15.789, 18.636, 20.435], [-12.469, 18.676, 16.543], [-13.565, 20.025, 16.770], [-11.824, 20.162, 17.173], [-12.349, 20.699, 19.544], [-13.831, 19.971, 20.219], [-14.044, 20.912, 18.839], [-9.283, 15.889, 22.776], [-8.380, 16.317, 21.686], [-7.160, 17.081, 22.051], [-8.763, 16.049, 20.081], [-9.741, 14.919, 20.007], [-9.225, 17.552, 19.473], [-9.439, 18.813, 20.116], [-9.554, 17.496, 18.018], [-7.385, 15.680, 19.207], [-6.415, 16.603, 18.713], [-7.056, 14.311, 19.035], [-9.972, 15.204, 22.265], [-9.851, 16.783, 23.029], [-8.802, 15.447, 23.553], [-6.408, 16.988, 21.264], [-6.810, 16.630, 22.961], [-7.372, 18.163, 22.297], [-8.598, 19.552, 19.893], [-10.287, 19.247, 19.728], [-9.485, 18.675, 21.189], [-8.884, 18.111, 17.321], [-9.561, 16.499, 17.665], [-10.633, 17.768, 17.970], [-6.466, 17.515, 19.192], [-5.466, 16.094, 18.805], [-6.567, 16.739, 17.603], [-7.445, 13.649, 19.798], [-6.002, 14.136, 18.981], [-7.434, 13.869, 18.105], [-15.480, 15.014, 14.577], [-15.518, 13.628, 14.236], [-15.659, 13.511, 12.877], [-15.671, 14.741, 12.405], [-15.507, 15.642, 13.373], [-15.243, 15.556, 15.519], [-15.447, 12.771, 14.875], [-15.692, 12.583, 12.290], [-15.631, 15.025, 11.432], [-15.334, 16.618, 13.145], [-11.574, 15.745, 15.541], [-11.933, 16.929, 14.643], [-12.083, 16.447, 13.187], [-10.836, 15.833, 12.613], [-9.858, 15.404, 12.178], [-11.601, 16.027, 16.553], [-10.589, 15.357, 15.273], [-12.218, 14.900, 15.381], [-11.106, 17.742, 14.660], [-12.874, 17.317, 15.076], [-12.362, 17.294, 12.528], [-12.805, 15.672, 12.992]],
  "forces_ev_per_angstrom": [[0.6, -0.6, 0.4], [0.7, -0.6, 1.6], [-1.0, 2.0, -1.7], [0.8, -1.6, -0.8], [-0.1, 0.3, 0.2], [0.3, -0.8, -0.8], [-0.3, 0.7, 0.6], [0.1, -0.6, -0.1], [-0.9, 0.5, 0.2], [-0.9, 0.1, 0.9], [1.1, -0.5, -0.7], [-0.2, 0.6, 0.1], [-0.3, 0.2, -0.6], [-0.5, 0.1, 0.0], [0.7, -0.9, -0.1], [-0.4, -0.9, 0.6], [0.3, 0.2, 0.2], [-0.2, 0.1, -0.8], [-0.3, -0.1, 0.3], [0.6, -0.2, -0.3], [0.5, 0.7, -0.2], [-0.7, 0.5, 0.2], [0.1, -0.1, 0.9], [0.1, 0.4, -0.6], [0.3, -0.3, 0.0], [-0.1, 0.3, -0.1], [0.6, 0.5, 0.9], [0.2, 0.1, -0.7], [-1.0, -0.2, 0.3], [0.4, -0.7, 0.0], [-2.1, 0.0, 0.0], [0.7, 0.4, -0.2], [1.8, 0.3, 1.6], [-2.0, -0.3, 0.0], [1.8, 0.0, -0.5], [-1.8, -0.7, 3.1], [-0.8, 1.9, -2.3], [-0.8, 0.1, 0.3], [0.2, 3.2, -0.7], [0.9, 0.4, -1.2], [-0.1, -0.5, 0.3], [-0.1, 0.1, -1.2], [0.3, 0.5, 0.4], [0.0, 0.2, -0.6], [0.7, -1.1, -0.2], [-0.3, 1.0, 1.3], [0.7, -0.7, -1.3], [0.5, -0.3, -0.2], [0.8, 0.9, 0.0], [0.0, 0.0, 1.8], [-0.3, 0.1, -0.9], [0.1, -1.5, 0.5], [-0.2, 0.1, 0.7], [1.1, -1.6, -1.3], [-0.7, -1.1, 0.3], [-0.4, -0.3, 0.6], [-0.7, -0.3, -0.1], [0.1, 0.1, 0.0], [1.4, 0.3, 1.3], [-0.8, -1.1, 0.4], [0.4, -2.0, -1.4], [-1.0, -0.9, -2.3], [0.5, 1.0, 0.9], [1.3, 0.1, 1.8], [1.1, -0.9, -0.3], [-1.0, 1.4, -0.1], [-0.7, 0.1, 0.2], [-1.6, -0.8, -0.5], [0.6, -0.1, 0.9], [0.0, 0.4, -0.4], [-0.2, 0.2, -0.2], [0.0, 0.5, -1.0], [0.6, 1.2, 0.0], [-1.1, 0.6, -0.1], [-0.2, 0.3, 1.2], [0.2, 0.4, 0.0], [-0.6, 0.4, -0.6], [-0.5, 0.6, 0.4], [0.1, -1.9, 0.3], [0.7, 0.2, -0.6], [0.2, 0.3, 0.1], [0.2, -0.4, -0.3], [0.6, 0.1, -0.1], [0.5, 0.5, 0.4], [-1.0, 0.0, -0.2], [0.1, -0.3, 0.7], [0.4, 0.0, -0.5], [-1.6, 1.8, -4.2], [1.1, 0.3, -0.2], [-1.5, 0.3, 0.0], [-0.4, -0.1, 0.6], [0.5, 1.1, -0.2], [0.7, -1.7, -1.5], [3.1, -0.1, 0.5], [-0.5, 1.7, 0.6], [-1.2, 0.4, 1.2], [-0.4, -1.7, -2.7], [-0.5, -1.8, -0.7], [0.1, 0.0, 0.6], [-0.2, -0.1, 0.8], [1.5, -1.2, 2.3], [-0.1, 0.1, 0.3], [0.6, -0.2, 0.4], [0.2, -0.8, -0.4], [-0.7, -0.8, 0.3], [-2.3, 1.0, -0.6], [-0.2, 0.1, 0.2], [-0.9, -0.5, 1.2], [0.4, -1.2, -0.2], [0.7, 0.4, -0.5], [0.1, 2.0, 0.9], [0.7, 0.4, 0.2], [0.2, 0.2, 0.8], [-0.2, 0.2, 0.4], [0.9, 0.2, 0.2], [-0.2, 0.3, -0.2], [0.9, -0.1, 0.7], [-0.3, -0.6, 0.9], [0.1, -2.4, 1.1], [0.0, 1.6, -3.1], [-0.5, -0.7, 1.0], [-0.3, -0.9, -0.7], [0.1, -0.1, 0.4], [-0.1, 0.8, 0.2], [0.1, -0.3, 0.3], [0.2, 2.6, -0.6], [1.0, 0.1, -1.5], [0.9, -0.1, 0.1], [0.8, 0.6, -0.9], [-0.1, 0.8, 0.4], [-0.4, 0.0, 0.1], [0.0, 0.2, 1.3], [0.3, 0.1, 0.2], [-0.8, -0.2, 0.0], [-1.4, -1.2, 0.1], [0.3, 0.1, -0.8], [0.2, -0.6, 0.2], [-0.8, -0.1, 0.5]],
  "lowdin_charge": [-0.099, -0.342, -0.132, 0.525, -0.278, -0.285, -0.099, -0.141, -0.292, -0.089, -0.096, 0.076, 0.080, 0.081, 0.050, 0.108, 0.095, 0.062, 0.083, 0.077, 0.045, 0.095, 0.091, 0.079, 0.081, 0.082, 0.063, 0.058, 0.103, -0.091, -0.311, -0.143, 0.490, -0.282, -0.259, -0.056, -0.134, -0.300, -0.084, -0.140, 0.046, 0.086, 0.073, 0.072, 0.069, 0.063, 0.060, 0.069, 0.044, 0.050, 0.070, 0.102, 0.074, 0.111, 0.047, 0.084, 0.073, 0.077, -0.060, -0.282, -0.090, 0.598, -0.304, -0.316, -0.099, -0.158, -0.293, -0.122, -0.142, 0.070, 0.066, 0.093, 0.032, 0.095, 0.067, 0.092, 0.072, 0.060, 0.104, 0.088, 0.053, 0.028, 0.099, 0.080, 0.094, 0.060, 0.081, -0.075, -0.302, -0.087, 0.544, -0.305, -0.280, -0.116, -0.084, -0.305, -0.116, -0.125, 0.071, 0.077, 0.044, 0.061, 0.067, 0.088, 0.105, 0.024, 0.072, 0.112, 0.033, 0.073, 0.044, 0.078, 0.104, 0.082, 0.070, 0.083, -0.072, -0.100, -0.173, 0.000, -0.177, 0.083, 0.073, 0.119, 0.124, 0.084, -0.133, -0.232, -0.194, -0.237, 0.127, 0.013, 0.077, 0.066, 0.137, 0.084, 0.112, 0.077]
}